Record 1
ORCA calculation (ωB97M-V/def2-TZVPD) on a molecular structure, C35H28F2NO2S.

Last column: Löwdin charge in e.
Element x y z (Å)
C 3.74935 0.48594 8.08938  -0.049
H 3.85092 -2.41448 2.36944  0.111
C 2.86006 -0.62609 8.23797  -0.062
C -2.22893 2.69661 8.03732  -0.110
C 2.70615 0.70783 2.44395  -0.229
H -2.97316 6.06196 6.57022  0.120
C 1.12895 -0.71538 3.69406  -0.199
C -1.37179 -0.79490 3.66728  -0.184
C 2.12151 1.47901 6.56666  -0.027
H -7.61131 6.02799 4.67316  0.099
O -0.81510 3.49678 4.26759  -0.256
C -3.04096 4.36145 5.28720  -0.306
H -3.16508 0.24707 7.29343  0.118
H -4.68951 -0.49446 1.39813  0.123
H -3.37748 2.80651 3.84192  0.090
H 3.18746 -1.43070 8.90953  0.113
C -5.19268 3.82146 4.32889  -0.007
H -1.32232 0.25201 11.92458  0.112
H -1.89790 -2.93953 3.58552  0.116
C 2.00756 -1.78743 3.36389  -0.018
H 4.51022 -0.20014 1.60155  0.121
C -5.78591 4.85527 5.04892  -0.253
H 0.84463 1.41717 3.26967  0.110
N -1.68043 2.34059 6.71082  -0.005
H -1.56760 3.43266 8.53143  0.136
C 3.58738 -0.32226 2.13961  0.015
H -5.47974 6.45862 6.45473  0.134
H 1.01140 -1.54889 7.66271  0.120
F 3.09600 1.95417 2.03249  0.046
C 3.18337 -1.58868 2.61164  -0.054
C -3.77186 -0.55283 1.96815  0.007
C -3.62961 5.44798 5.96331  -0.040
H -7.68477 4.86261 6.02961  0.099
C -2.28724 1.44121 8.87506  -0.228
H -0.09720 -1.84481 5.01724  0.144
C -7.28064 5.02389 5.00870  -0.038
H 3.99282 2.40648 7.13846  0.112
H -1.47908 2.37060 10.65613  0.118
H 1.85466 2.29339 5.89862  0.117
C -1.81857 1.44598 10.19029  -0.033
C -0.12434 -0.83985 4.50689  -0.013
C -2.10118 -0.95955 10.30070  -0.075
H -3.92640 -2.65140 2.23448  0.110
H -2.99984 -1.90592 8.57958  0.114
H -7.74123 4.27001 4.34150  0.086
H 4.71716 0.51238 8.60672  0.112
C -4.99866 5.66884 5.86552  -0.014
H 1.76615 -2.82630 3.61953  0.116
C 1.66399 -0.67644 7.54860  -0.033
C -1.80071 0.44908 3.11402  0.043
C -2.76030 0.24508 8.30692  -0.050
O -0.56300 4.78914 6.42258  -0.256
C -0.80030 1.41978 6.46152  0.010
H -1.24500 1.36183 3.30485  0.083
H -3.22302 3.19758 7.96101  0.145
C -3.82857 3.59735 4.42766  -0.037
C -3.32149 -1.78536 2.48654  -0.056
F -3.35098 1.74304 1.79339  0.027
C 1.25738 0.38920 6.72501  -0.232
C -0.02763 0.48544 6.01153  0.051
S -1.34050 3.95607 5.52329  0.836
C -2.65903 -0.95496 9.01848  -0.071
C -2.17290 -1.91556 3.29888  -0.022
C -2.95719 0.51968 2.29022  -0.232
C 3.34207 1.53769 7.25531  -0.058
H -1.98819 -1.90078 10.85690  0.113
C 1.49587 0.54709 3.15325  0.049
H -5.82327 3.16270 3.70776  0.134
C -1.71237 0.24949 10.90404  -0.062

Calculated values
Relative energy (zero: lowest compared OMol25 entry of this formula, charge and spin): 0.607 eV
Strongest force on any atom: 3.505 eV Å⁻¹
Total charge: +1
Energy: -58594.11681 eV

Record 2
ORCA calculation (ωB97M-V/def2-TZVPD) on H2N2O2 in the gas phase.

Last column: Löwdin charge in e.
Element x y z (Å)
N -1.81236 -0.04643 -0.03492  -0.425
O -2.22709 1.07937 0.03626  0.051
H -0.17587 1.08879 -0.26179  0.088
N -0.25409 0.06349 -0.29848  0.132
O -2.35368 -1.12702 -0.00968  0.081
H 0.29848 -0.69591 0.06810  0.074

Calculated values
Relative energy (zero: lowest compared OMol25 entry of this formula, charge and spin): 1.974 eV
Strongest force on any atom: 4.038 eV Å⁻¹
Energy: -7103.60538 eV
SMILES string: N[N+](=O)[O-]